# 1
ORCA calculation (ωB97M-V/def2-TZVPD) on 2 unconnected molecules or ions with the total composition C5H11ClO at a distorted geometry.

Positions of all 18 atoms, in Å:
Cl 3.35 -1.18 -0.95
O 3.75 0.90 1.21
C 2.49 0.37 1.08
C 2.12 0.14 -0.37
C -2.36 -1.59 -0.94
C -1.76 0.75 0.02
C -2.07 -0.69 -0.02
H 2.39 -0.68 1.69
H -2.20 -1.09 1.01
H 4.48 0.32 0.98
H -2.45 1.23 0.81
H -0.76 0.75 0.44
H 1.20 -0.25 -0.61
H 1.87 1.15 1.44
H -2.47 -2.63 -0.73
H 2.50 0.90 -1.09
H -1.81 1.27 -0.95
H -2.40 -1.47 -2.05

Calculated values
Energy above the lowest of the compared OMol25 structures with the same formula, charge and spin   37.85 kcal per mole
HOMO-LUMO gap   10.70 eV
SMILES   OCCCl.C=CC
Total energy   -732.466101 Eh

=====

# 2
ORCA calculation (ωB97M-V/def2-TZVPD) on 2 unconnected molecules or ions with the total composition C5H11ClS at a distorted geometry.

Positions of all 18 atoms, in Å:
Cl 1.16 2.01 -1.67
S -1.41 -0.47 1.45
C 0.08 0.30 1.01
C 0.12 0.55 -1.43
C 1.29 -0.44 1.38
C 0.61 -0.62 -2.16
C -2.62 0.47 0.50
H -1.99 1.17 0.00
H 1.10 -0.83 2.34
H -0.87 0.96 -1.77
H -0.26 -0.95 -2.78
H 1.03 -1.42 -1.54
H 1.62 -1.15 0.65
H -3.24 0.92 1.26
H 2.15 0.11 1.46
H -3.00 -0.35 -0.06
H 1.26 -0.29 -2.96
H 0.13 1.39 1.06

Calculated values
Energy above the lowest of the compared OMol25 structures with the same formula, charge and spin   65.59 kcal per mole
HOMO-LUMO gap (spin up / spin down)   7.94 / 7.94 eV
Total energy   -1055.351741 Eh

=====

# 3
ORCA calculation (ωB97M-V/def2-TZVPD) on a molecular structure, C5H11CuO4 at a distorted geometry.

Positions of all 21 atoms, in Å:
Cu 0.73 1.31 -0.03
O -0.87 1.96 1.24
O -1.24 0.20 -0.75
O 2.60 2.13 -0.37
O 1.11 -0.77 0.31
C -2.33 1.00 -0.38
C -2.00 1.88 0.79
C 2.55 -1.15 0.16
C -1.20 -1.07 -0.10
C 0.18 -1.64 -0.28
H 2.79 -1.77 1.03
H -2.60 1.66 -1.22
H -2.84 2.44 1.24
H 0.22 -2.64 0.20
H -1.95 -1.74 -0.55
H 0.40 -1.76 -1.35
H 3.22 -0.36 -0.20
H -3.23 0.41 -0.15
H -1.43 -0.95 0.97
H 2.73 -1.83 -0.69
H 3.17 2.69 0.14

Calculated values
Energy above the lowest of the compared OMol25 structures with the same formula, charge and spin   28.83 kcal per mole
HOMO-LUMO gap   7.36 eV
Total energy   -2138.441847 Eh

=====

Molar mass? In order: 122.6 138.7 198.7 g mol⁻¹.